1.
This record from the OMol25 dataset describes a cluster of 4 separate species, C19H36O7S in total in a non-equilibrium geometry. The level of theory is ωB97M-V/def2-TZVPD.

XYZ file:
```
63
C19H36O7S, DFT ωB97M-V/def2-TZVPD
C -3.0052 2.2559 -2.5108
C -1.8848 3.0855 -1.5875
C -0.8514 4.1968 -2.2605
C 0.2484 4.9200 -1.2667
C 0.3302 4.5854 0.3586
C -0.7327 3.4813 0.9492
C -0.7252 3.0154 2.5557
C 0.0030 1.5140 2.5457
C 1.6314 1.7028 2.4922
O 2.1007 0.5337 3.3077
S 0.8389 -0.6630 3.3370
O 0.8425 -1.4325 1.9586
O 0.9132 -1.4895 4.6429
O -0.4222 0.5176 3.5401
C -1.8781 2.6919 0.0207
H -2.3673 1.4664 -3.1184
H -3.7496 1.6385 -1.8474
H -3.5573 2.9590 -3.2668
H -0.9192 4.4424 -3.4055
H 0.9966 5.6764 -1.7573
H 1.1226 5.1031 1.0738
H -0.0932 3.7809 3.1913
H -1.8343 2.8818 2.9582
H -0.2451 0.9778 1.5156
H 2.0644 2.7472 2.8628
H 1.9935 1.3756 1.4112
H -2.6013 1.8958 0.4961
C -2.6234 -4.3587 0.4497
C -1.9547 -3.5149 -0.6238
C -0.9332 -4.3233 -1.4078
O -1.3079 -2.4008 -0.0141
H -1.8874 -4.7285 1.1724
H -3.3470 -3.7606 1.0139
H -3.1434 -5.2158 0.0110
H -2.7139 -3.1193 -1.3072
H -0.1373 -4.6919 -0.7509
H -0.4511 -3.7000 -2.1686
H -1.4026 -5.1794 -1.9022
H -0.6320 -2.7425 0.5945
C 5.0091 -0.9942 4.3860
C 6.2353 -0.1003 4.4809
C 6.8753 -0.1819 5.8577
O 5.8587 1.2481 4.2145
H 4.2455 -0.6901 5.1106
H 4.5518 -0.9159 3.3938
H 5.2687 -2.0412 4.5706
H 6.9646 -0.3936 3.7181
H 6.1778 0.1510 6.6345
H 7.7492 0.4758 5.9153
H 7.1908 -1.2046 6.0864
H 5.2110 1.5172 4.8871
C -2.0626 -1.2878 -6.5548
C -3.1286 -1.0729 -5.4921
C -4.5074 -1.4573 -6.0047
O -3.1355 0.2974 -5.1005
H -2.2584 -0.6684 -7.4372
H -1.0773 -0.9954 -6.1760
H -2.0213 -2.3362 -6.8660
H -2.8875 -1.6664 -4.6036
H -4.7899 -0.8438 -6.8676
H -5.2661 -1.2857 -5.2336
H -4.5394 -2.5107 -6.2995
H -3.3486 0.8321 -5.8834
```

Its SMILES is Cc1cccc(C[C@H]2COS(=O)(=O)O2)c1.CC(C)O.CC(C)O.CC(C)O. The energy above the lowest of the compared OMol25 structures with the same formula, charge and spin is 2.698 eV. The LUMO energy is -0.051 eV. Its gap between HOMO and LUMO is 0.3106 Eh. The value obtained for the largest force on an atom is 0.130 hartree/bohr. As for the spin multiplicity: 1. The total energy comes out at -45442.024 eV. Its total charge is 0.


2.
This record from the OMol25 dataset describes a cluster of 2 separate species, C11H18O in total in a non-equilibrium geometry. The level of theory is ωB97M-V/def2-TZVPD.

XYZ file:
```
30
C11H18O, DFT ωB97M-V/def2-TZVPD
C -1.6248 1.4425 0.9331
C -1.7373 0.9164 2.3665
C -1.4583 2.9362 1.0953
H -0.8251 0.8819 0.4146
H -2.6378 1.1763 0.4977
H -2.4427 1.4937 2.9827
H -0.3718 3.1289 1.3331
H -0.8062 0.7294 2.9358
H -2.2417 -0.0619 2.3253
H -1.7615 3.4519 0.1312
H -1.9601 3.5103 1.8934
C -0.6062 -0.2718 -1.9920
C -1.0115 -1.5481 -2.7206
C 0.5810 -0.5875 -1.1401
C 0.4666 -1.5248 -0.1132
C 1.8129 0.1405 -1.1860
C 1.4904 -1.9079 0.7397
C 2.9079 -0.1704 -0.3091
C 2.6827 -1.2196 0.6018
O 3.7134 -1.5899 1.3455
H -0.2058 0.5964 -2.6953
H -1.4017 0.3212 -1.4712
H -1.2495 -2.4310 -2.0213
H -0.5629 -1.9874 -0.0895
H 2.1667 0.9331 -1.8783
H 1.4052 -2.7956 1.4305
H 3.9537 0.2624 -0.2507
H 3.6688 -2.4737 1.6178
H -0.0954 -1.8152 -3.3121
H -1.8489 -1.5363 -3.4647
```

Its SMILES is CCc1ccc(O)cc1.CCC. The energy above the lowest of the compared OMol25 structures with the same formula, charge and spin is 1.793 eV. The LUMO energy is 0.820 eV. Its gap between HOMO and LUMO is 0.3383 Eh. The value obtained for the largest force on an atom is 0.059 hartree/bohr. As for the spin multiplicity: 1. The total energy comes out at -13744.873 eV. Its total charge is 0.


3.
This record from the OMol25 dataset describes a structure of composition C45H42CsN4O2S2Se. The level of theory is ωB97M-V/def2-TZVPD.

XYZ file:
```
97
C45H42CsN4O2S2Se, DFT ωB97M-V/def2-TZVPD
Cs 0.2546 1.7552 -1.8673
C 0.7619 3.9307 1.6451
C -0.6466 3.9665 1.0548
C -1.7055 3.7350 2.1074
C -1.8754 4.7337 3.0671
C -2.7829 4.6103 4.1005
C -3.5544 3.4586 4.1856
C -3.4321 2.4517 3.2429
C -4.2541 1.1950 3.3642
C -3.4385 0.0361 3.9425
C -2.4993 2.5797 2.1897
N -2.5322 1.5377 1.2428
C -1.4912 0.8624 0.9219
C -1.5617 -0.3201 0.1039
C -2.7084 -1.0715 -0.2009
C -2.2718 -2.1548 -0.9579
C -0.8740 -2.0036 -1.0580
N -0.4359 -0.9097 -0.4196
H 1.5380 4.0413 0.8868
H 0.9318 2.9739 2.1444
H 0.8803 4.7129 2.3977
H -0.7344 3.2218 0.2676
H -0.8259 4.9372 0.5807
H -1.2673 5.6295 2.9929
H -2.8937 5.4024 4.8305
H -4.2720 3.3419 4.9906
H -4.6283 0.9102 2.3791
H -5.1150 1.3941 4.0080
H -2.6161 -0.2274 3.2762
H -4.0591 -0.8530 4.0704
H -3.0199 0.3018 4.9159
H -0.4994 1.1162 1.3199
H -3.7153 -0.8401 0.1152
H -2.8695 -2.9526 -1.3735
H -0.1763 -2.6784 -1.5433
Se -2.4151 -0.1262 -3.6497
N -2.7180 1.1533 -2.4562
C -4.0142 1.1401 -2.2029
C -4.6626 1.9923 -1.2541
C -5.9981 1.8635 -1.0759
C -6.7687 0.9021 -1.8124
C -6.1983 0.0736 -2.7185
C -4.7869 0.1651 -2.9402
N -4.1143 -0.5947 -3.7861
H -4.0646 2.6816 -0.6756
H -6.5037 2.4870 -0.3493
H -7.8337 0.8401 -1.6251
H -6.7711 -0.6595 -3.2700
O 1.0487 0.3411 -4.1546
S 2.1693 -0.6493 -4.0629
C 2.4628 -0.8549 -2.2830
C 3.4777 -1.9068 -1.9407
C 3.1824 -2.8048 -0.9194
C 4.0897 -3.7919 -0.5637
C 5.2983 -3.8988 -1.2361
C 5.6025 -3.0001 -2.2501
C 4.7040 -2.0018 -2.5923
C 1.3785 -2.2495 -4.4355
C 2.3583 -3.3647 -4.6573
C 3.2364 -3.3193 -5.7365
C 4.1666 -4.3281 -5.9322
C 4.2277 -5.3977 -5.0501
C 3.3507 -5.4539 -3.9762
C 2.4214 -4.4437 -3.7833
H 1.4971 -1.0822 -1.8193
H 2.7938 0.1371 -1.9406
H 2.2336 -2.7195 -0.3997
H 3.8500 -4.4780 0.2391
H 6.0047 -4.6744 -0.9674
H 6.5475 -3.0727 -2.7739
H 4.9563 -1.2945 -3.3732
H 0.8242 -2.0205 -5.3482
H 0.6624 -2.4601 -3.6404
H 3.1961 -2.4806 -6.4226
H 4.8465 -4.2773 -6.7734
H 4.9586 -6.1827 -5.1971
H 3.3966 -6.2800 -3.2783
H 1.7501 -4.4806 -2.9341
C -0.0987 1.8110 4.8738
C 0.3930 0.8663 5.9344
O -0.1494 0.7027 6.9973
S 1.9005 -0.0604 5.6267
C 2.3631 0.4071 3.9816
C 3.2903 1.4281 3.7767
C 3.5943 1.8458 2.4933
C 2.9761 1.2648 1.3758
C 2.0889 0.2025 1.5978
C 1.7885 -0.2199 2.8812
C 3.1489 1.7998 0.0613
C 3.1872 2.2925 -1.0691
H -0.3406 1.2671 3.9596
H 0.6812 2.5261 4.6111
H -0.9802 2.3325 5.2408
H 3.7536 1.9063 4.6310
H 4.2908 2.6593 2.3353
H 1.5852 -0.2629 0.7581
H 1.0738 -1.0216 3.0290
```

The energy above the lowest of the compared OMol25 structures with the same formula, charge and spin is 0.000 eV. The LUMO energy is 1.503 eV. Its gap between HOMO and LUMO is 0.2290 Eh. The value obtained for the largest force on an atom is 0.010 hartree/bohr. As for the spin multiplicity: 1. The total energy comes out at -144966.603 eV. Its total charge is -1.


4.
This record from the OMol25 dataset describes a cluster of 10 separate species, C29H84N12O10 in total in a non-equilibrium geometry. The level of theory is ωB97M-V/def2-TZVPD.

XYZ file:
```
135
C29H84N12O10, DFT ωB97M-V/def2-TZVPD
C 1.7232 3.6074 -3.5949
C 1.9376 3.8333 -5.1055
O 0.7288 4.1441 -5.7682
H 2.6325 3.2298 -3.1256
H 0.8739 2.9664 -3.3601
H 1.5378 4.5703 -3.1151
H 2.4398 2.9566 -5.5280
H 2.6684 4.6324 -5.2652
H 0.8216 4.0637 -6.7199
C -2.7244 2.1121 -2.8218
O -1.8189 1.6626 -3.5284
N -3.3840 3.2542 -3.2155
N -3.2764 1.6260 -1.7043
H -3.9288 3.8059 -2.5825
H -2.9141 3.6345 -4.0234
H -3.9285 2.1767 -1.1816
H -2.7515 0.9084 -1.2231
C -4.7142 -1.6792 0.3450
O -5.2079 -2.5386 -0.3929
N -5.4635 -0.9705 1.2173
N -3.3762 -1.5620 0.5154
H -6.4314 -1.2351 1.2695
H -5.0073 -0.4473 1.9436
H -2.8265 -2.1596 -0.0808
H -3.0707 -0.6561 0.8418
C -0.5080 0.3252 0.0197
O -1.2943 1.0458 0.6318
N -0.1344 -0.9287 0.4041
N 0.0149 0.5978 -1.2090
H 0.2781 -1.5493 -0.2858
H -0.2958 -1.1679 1.3695
H -0.2929 1.4452 -1.6634
H 0.8052 0.0949 -1.5452
C 2.4842 2.0387 0.2753
C 3.4165 2.0559 1.5022
C 4.7524 1.3732 1.2524
O 4.7109 -0.0339 1.4192
C 5.9355 -0.6141 1.0659
N 3.4349 3.4423 1.9745
H 2.8870 2.7366 -0.4647
H 1.4508 2.3190 0.4660
H 2.5073 1.0320 -0.1482
H 2.7977 1.5976 2.2778
H 5.4964 1.8611 1.8901
H 5.0470 1.5961 0.2200
H 6.7143 -0.1421 1.6748
H 6.1411 -0.5432 -0.0063
H 6.0245 -1.6684 1.3301
H 4.0144 4.0029 1.3576
H 2.5339 3.8997 1.9948
C -1.1914 3.9205 2.2256
C -1.2431 4.6653 0.8894
C 0.0825 5.2376 0.4362
O 0.6402 6.0113 1.4728
C 1.8269 6.7122 1.1154
N -1.8322 3.8483 -0.1711
H -0.4503 3.1207 2.1693
H -2.1753 3.4923 2.4097
H -0.8272 4.5685 3.0234
H -1.8772 5.5538 0.9748
H -0.0079 5.8751 -0.4505
H 0.7318 4.4241 0.0863
H 1.9424 6.8811 0.0405
H 2.7836 6.2464 1.3617
H 1.7582 7.6702 1.6276
H -1.5767 2.8618 -0.0274
H -2.8125 3.7543 0.0845
C -0.7862 -0.9917 7.8005
C 0.6693 -0.7782 7.3621
C 0.8935 0.2755 6.3034
O 0.1994 -0.0239 5.1016
C 0.7581 0.4634 3.9166
N 1.5339 -0.4799 8.5359
H -1.1619 0.0089 8.0206
H -0.8136 -1.6833 8.6395
H -1.2135 -1.4328 6.8987
H 1.0204 -1.7210 6.9295
H 1.9803 0.2805 6.1852
H 0.6513 1.2405 6.7653
H 0.6475 1.5524 3.9207
H 0.1365 0.0100 3.1425
H 1.7860 0.2088 3.6397
H 1.5894 -1.3756 9.0123
H 0.8322 -0.0066 9.1036
C -3.6901 -5.6093 2.0930
C -2.5786 -4.7181 2.6046
C -1.4507 -4.5576 1.6014
O -0.8419 -5.8293 1.3751
C -0.1932 -5.8011 0.1617
N -3.0310 -3.3501 2.9554
H -3.3563 -6.5849 1.7293
H -4.1967 -5.2566 1.1894
H -4.4059 -5.7884 2.8959
H -2.1847 -5.2134 3.4951
H -0.6926 -3.8255 1.8956
H -1.9176 -4.0323 0.7579
H -0.8846 -5.7348 -0.6873
H 0.3157 -6.7640 0.0373
H 0.6098 -5.0849 -0.0512
H -3.4382 -2.9436 2.1180
H -3.8016 -3.4226 3.6107
C -1.7917 -0.7720 -6.0842
C -2.2372 -1.5996 -4.8876
C -1.1037 -1.8700 -3.9060
O -1.6232 -2.3117 -2.6326
C -2.0441 -3.6819 -2.6971
N -3.3536 -0.8781 -4.2576
H -2.5871 -0.2834 -6.6441
H -1.1416 -1.4055 -6.6933
H -1.1656 0.0826 -5.8074
H -2.6334 -2.5431 -5.2746
H -0.6282 -0.9304 -3.6272
H -0.4624 -2.6317 -4.3601
H -2.4640 -3.9369 -1.7231
H -1.2028 -4.3087 -2.9902
H -2.9496 -3.7280 -3.3068
H -2.9864 0.0712 -4.1871
H -3.3552 -1.2131 -3.2974
C 3.4112 -2.9519 -0.7848
C 2.4522 -2.0177 -1.5236
C 2.8725 -1.6372 -2.9580
O 1.8679 -0.7238 -3.3589
C 1.9978 -0.2301 -4.6774
N 1.1601 -2.7720 -1.5343
H 4.3071 -2.3648 -0.5739
H 3.6784 -3.8475 -1.3436
H 2.9008 -3.2043 0.1428
H 2.2391 -1.0908 -0.9982
H 2.5785 -2.4819 -3.5953
H 3.9228 -1.3643 -3.0818
H 2.9397 0.3322 -4.7299
H 1.2621 0.4956 -5.0162
H 2.1900 -0.9848 -5.4465
H 0.4614 -2.2102 -2.0148
H 1.2714 -3.6330 -2.0561
```

Its SMILES is COC[C@H](C)N.COC[C@H](C)N.COC[C@H](C)N.COC[C@H](C)N.COC[C@H](C)N.COC[C@H](C)N.NC(N)=O.NC(N)=O.NC(N)=O.CCO. The energy above the lowest of the compared OMol25 structures with the same formula, charge and spin is 0.000 eV. The LUMO energy is 0.432 eV. Its gap between HOMO and LUMO is 0.3384 Eh. The value obtained for the largest force on an atom is 0.064 hartree/bohr. As for the spin multiplicity: 1. The total energy comes out at -69789.793 eV. Its total charge is 0.